The following is a quantum chemistry calculation of a structure of composition AlBH6O at a distorted geometry, from OMol25.

Structure (XYZ):
```
9
Properties=species:S:1:pos:R:3:lowdin_charge:R:1
Al -1.42154 -0.21963 0.04264 1.618
B 0.67091 2.09096 -0.31004 -0.053
H 1.27531 2.89630 -0.69782 0.237
H -0.36110 2.38217 -0.19016 -0.053
H 0.71227 1.24943 -0.98411 0.020
H 1.05222 1.77562 0.64882 0.056
O -0.58310 -3.00562 0.50093 -0.006
H -0.79584 -3.57339 1.24162 0.093
H -0.54913 -3.59585 -0.25187 0.088
```

HOMO: -0.78150 Eh
Total charge: +2
Relative energy (zero: lowest compared OMol25 entry of this formula, charge and spin): 436.7 kJ/mol

=====

The following is a quantum chemistry calculation of a structure of composition AlF2 at a distorted geometry, from OMol25.

Structure (XYZ):
```
3
Properties=species:S:1:pos:R:3:lowdin_charge:R:1
Al 0.23594 0.00439 0.43919 1.505
F -0.77954 2.74446 0.25865 -0.260
F 0.54360 -2.74885 -0.69784 -0.245
```

HOMO: -0.64149 Eh
Total charge: +1
Relative energy (zero: lowest compared OMol25 entry of this formula, charge and spin): 404.0 kJ/mol

=====

The following is a quantum chemistry calculation of a structure of composition AlH6O3 at a distorted geometry, from OMol25.

Structure (XYZ):
```
10
Properties=species:S:1:pos:R:3:lowdin_charge:R:1
Al -1.62592 1.32276 0.19591 1.169
O 3.70989 1.87727 -0.36307 0.333
H 4.38806 2.52626 -0.17564 0.138
H 4.16146 1.19486 -0.85969 0.130
O 0.41151 -1.21242 -4.25478 0.333
H 0.96034 -0.83719 -4.94342 0.133
H 0.01435 -1.98422 -4.65827 0.136
O -3.80852 -0.89360 4.69011 0.352
H -3.53998 -0.69553 5.58725 0.138
H -4.67119 -1.29817 4.78160 0.139
```

HOMO: -0.81171 Eh
Total charge: +3
Relative energy (zero: lowest compared OMol25 entry of this formula, charge and spin): 386.2 kJ/mol

=====

The following is a quantum chemistry calculation of a structure of composition ArH20O10, from OMol25.

Structure (XYZ):
```
31
Properties=species:S:1:pos:R:3:lowdin_charge:R:1
Ar -0.09196 0.53266 -0.26143 0.180
O -3.96891 0.02109 -1.68290 -0.065
H -3.84415 -0.63457 -2.36903 0.021
H -3.30759 0.68855 -1.86565 -0.038
O -2.02327 -2.53880 -0.32669 -0.058
H -2.25845 -3.46422 -0.25954 0.048
H -1.40885 -2.49991 -1.05965 -0.020
O -0.15377 -2.56078 -2.52297 -0.041
H -0.51892 -1.79767 -2.97079 0.048
H -0.52322 -3.31147 -2.98796 0.053
O -0.76624 -3.17414 2.15411 -0.066
H -0.12503 -2.47496 2.28153 -0.015
H -1.07132 -3.05890 1.25417 -0.032
O 3.07449 -1.02831 0.24147 -0.040
H 4.02396 -1.14957 0.23567 0.062
H 2.75391 -1.61112 -0.44684 0.058
O 1.66047 1.98222 2.03753 -0.090
H 1.34876 1.96896 2.94246 0.034
H 1.12720 2.65223 1.60980 -0.041
O 3.05749 1.57704 -1.12853 -0.081
H 2.81474 0.84572 -0.56067 -0.046
H 2.93075 2.35497 -0.58539 0.021
O -2.51242 2.32286 -2.14231 -0.052
H -3.05122 3.01883 -1.76609 0.056
H -1.88705 2.78061 -2.70410 0.054
O -0.15638 3.96710 1.17976 -0.045
H -1.00384 3.65304 1.49506 0.055
H 0.06368 4.69206 1.76476 0.054
O 1.57452 -1.31704 2.93861 -0.048
H 2.39045 -1.45204 3.42054 0.042
H 1.85216 -0.98443 2.08508 -0.009
```

HOMO: -0.36624 Eh
Total charge: 0
Relative energy (zero: lowest compared OMol25 entry of this formula, charge and spin): 69.1 kJ/mol

=====

The following is a quantum chemistry calculation of a structure of composition ArH22O11 at a distorted geometry, from OMol25.

Structure (XYZ):
```
34
Properties=species:S:1:pos:R:3:lowdin_charge:R:1
Ar 0.04701 0.34378 0.77888 0.169
O 0.73456 1.68210 -3.08561 -0.054
H 0.91692 0.74478 -3.01917 0.013
H 0.69053 1.85191 -4.02660 0.027
O -1.66847 -2.95840 1.78118 -0.044
H -0.81808 -2.96390 2.22054 0.054
H -1.46145 -2.80338 0.85958 -0.005
O -3.27316 -0.61011 1.67522 -0.053
H -2.66220 -0.15993 2.25857 0.043
H -3.04407 -1.53597 1.75600 0.007
O -3.22088 0.47031 -0.92571 -0.061
H -3.05948 -0.02731 -0.12412 -0.015
H -4.14634 0.32054 -1.11892 0.059
O -0.44690 -2.60386 -0.96918 -0.048
H -0.52077 -3.55407 -1.05781 0.067
H -0.97539 -2.25410 -1.68653 0.069
O 2.93914 0.07139 -0.95899 -0.067
H 3.79865 0.08217 -1.38014 0.061
H 2.82873 -0.83184 -0.66200 -0.017
O 3.47022 -1.99779 2.46612 -0.058
H 3.19226 -1.87416 1.55855 -0.028
H 4.00206 -1.22628 2.66144 0.033
O 3.60275 2.43195 0.19395 -0.069
H 3.15756 1.71262 -0.25393 -0.040
H 3.15384 3.21989 -0.11243 0.027
O 2.29193 -2.46272 -0.07537 -0.044
H 2.55503 -2.85471 -0.90804 0.073
H 1.33577 -2.50715 -0.08069 0.012
O -3.38569 2.86821 0.34981 -0.058
H -3.68253 3.47496 -0.32840 0.046
H -3.30282 2.02736 -0.10000 -0.030
O -1.01978 4.19237 1.09548 -0.071
H -1.48277 3.36967 0.93726 -0.023
H -0.54611 4.36166 0.28110 0.023
```

HOMO: -0.37881 Eh
Total charge: 0
Relative energy (zero: lowest compared OMol25 entry of this formula, charge and spin): 77.8 kJ/mol

=====

The following is a quantum chemistry calculation of a structure of composition ArH26O13 at a distorted geometry, from OMol25.

Structure (XYZ):
```
40
Properties=species:S:1:pos:R:3:lowdin_charge:R:1
Ar -5.46564 -6.70348 -15.11097 0.278
O -5.15506 -2.82243 -16.73657 -0.049
H -5.57152 -3.23656 -15.98072 -0.020
H -4.26127 -2.63876 -16.44739 0.061
O -6.57507 -7.63230 -10.74156 -0.054
H -6.41435 -6.97421 -11.41783 -0.026
H -7.45897 -7.95180 -10.92285 0.028
O -1.49923 -5.37172 -14.16436 -0.082
H -1.35693 -6.13744 -14.72084 0.016
H -2.03603 -5.69676 -13.44157 -0.054
O -5.49100 -5.08627 -18.37433 -0.066
H -5.47132 -4.37398 -17.73520 -0.025
H -5.10532 -4.70968 -19.16532 0.043
O -7.23526 -9.50100 -13.41259 -0.039
H -7.21249 -10.37223 -13.80840 0.040
H -7.41259 -8.90964 -14.14409 -0.013
O -7.74876 -8.60086 -16.18899 -0.064
H -8.44305 -8.28214 -16.76571 0.073
H -7.82216 -9.55439 -16.22928 0.057
O -3.42782 -7.52088 -18.24375 -0.066
H -4.03813 -6.80058 -18.08582 -0.016
H -3.82506 -8.27273 -17.80426 -0.029
O -2.80909 -8.92027 -15.00304 -0.046
H -3.52469 -9.09533 -15.61419 -0.012
H -2.27355 -9.71327 -15.02708 0.057
O -4.11991 -8.91494 -12.48988 -0.059
H -5.03937 -8.89015 -12.75487 -0.001
H -3.64194 -9.09855 -13.29862 -0.013
O -6.69136 -3.55845 -14.63136 -0.040
H -6.30832 -2.88342 -14.07114 0.080
H -7.48005 -3.15258 -14.99120 0.085
O -2.84716 -6.33558 -12.10179 -0.042
H -2.20095 -6.49801 -11.41457 0.064
H -3.23228 -7.19422 -12.27686 0.005
O -5.14062 -9.31966 -16.78846 -0.078
H -5.17546 -10.00146 -17.45941 0.069
H -5.98290 -8.87039 -16.85890 -0.009
O -6.73291 -5.33500 -12.41416 -0.072
H -6.13847 -4.97051 -11.75839 0.051
H -6.64213 -4.75419 -13.16958 -0.032
```

HOMO: -0.36806 Eh
Total charge: 0
Relative energy (zero: lowest compared OMol25 entry of this formula, charge and spin): 61.9 kJ/mol

=====

The following is a quantum chemistry calculation of a structure of composition ArH32O16 at a distorted geometry, from OMol25.

Structure (XYZ):
```
49
Properties=species:S:1:pos:R:3:lowdin_charge:R:1
Ar 0.62382 -0.28649 -0.29030 0.212
O -0.85314 -0.15581 -3.40408 -0.053
H -0.55451 -0.19332 -4.31273 0.075
H -0.78306 0.76875 -3.16640 0.023
O 0.15587 -3.90705 -1.38770 -0.030
H -0.69213 -4.08718 -1.79350 0.073
H 0.47088 -4.76379 -1.09960 0.064
O -2.22404 2.20709 0.16996 -0.034
H -2.58718 1.33948 0.34774 0.008
H -2.92319 2.81419 0.41256 0.068
O -3.14922 -0.98251 -2.31946 -0.076
H -2.38601 -0.62922 -2.77654 -0.041
H -2.91927 -0.92933 -1.39181 -0.036
O 3.96958 2.44929 -0.83994 -0.067
H 3.30339 2.91381 -1.34655 0.000
H 3.49049 2.07272 -0.10178 -0.013
O 1.00541 3.17866 -1.20341 -0.061
H 0.18491 2.97300 -1.65143 -0.027
H 0.75053 3.32968 -0.29321 -0.019
O 2.97923 -0.55061 2.49926 -0.049
H 3.78018 -0.54981 3.02339 0.058
H 3.20759 -1.04609 1.71276 0.028
O -3.16166 -0.49273 0.36781 -0.038
H -2.45287 -1.04343 0.70033 -0.003
H -3.90729 -0.69380 0.93335 0.085
O -1.36932 2.58141 -2.47313 -0.050
H -2.12129 2.55680 -3.06488 0.070
H -1.74463 2.44941 -1.60253 0.002
O -1.44823 -2.54216 0.58573 -0.075
H -0.91100 -3.20227 0.14770 0.017
H -2.31992 -2.93480 0.63276 0.070
O -1.25319 1.36615 3.29169 -0.048
H -0.65261 1.69507 3.96053 0.047
H -1.01047 0.44670 3.18245 -0.014
O 3.10507 -3.39781 0.45938 -0.034
H 2.28458 -3.76882 0.13475 0.006
H 3.77890 -4.00981 0.16337 0.040
O -1.54143 -1.40355 3.36011 -0.038
H -0.68922 -1.43163 3.79504 0.054
H -1.37997 -1.77249 2.49175 -0.003
O 2.97639 2.20723 2.21675 -0.066
H 2.92726 1.25371 2.28471 -0.034
H 2.14409 2.46267 1.81895 -0.025
O 1.56155 -1.97580 -3.11358 -0.071
H 0.80549 -1.40267 -3.24058 -0.027
H 1.19772 -2.76975 -2.72177 -0.020
O 0.47472 3.19714 1.52362 -0.045
H -0.25583 2.59613 1.66963 0.016
H 0.11310 4.06387 1.70867 0.078
```

HOMO: -0.35484 Eh
Total charge: 0
Relative energy (zero: lowest compared OMol25 entry of this formula, charge and spin): 55.4 kJ/mol

=====

The following is a quantum chemistry calculation of a structure of composition As4F24Zn at a distorted geometry, from OMol25.

Structure (XYZ):
```
29
Properties=species:S:1:pos:R:3:lowdin_charge:R:1
Zn 0.16102 0.16778 -0.01131 0.842
As -2.66551 -1.63290 1.39097 0.702
F -2.99388 0.08723 1.38796 -0.259
F -4.16412 -1.88156 2.14264 -0.237
F -2.31070 -3.29093 1.47316 -0.222
F -1.06480 -1.32825 0.53941 -0.285
F -1.83700 -1.42952 2.89080 -0.243
F -3.32948 -1.70437 -0.16444 -0.216
As 0.11710 3.01172 1.16176 0.700
F 1.22240 2.40769 2.34064 -0.229
F 1.13684 4.29749 0.83315 -0.211
F -0.95153 3.49225 -0.06267 -0.204
F -0.69970 1.48060 1.35992 -0.234
F -0.81811 3.85914 2.28745 -0.206
F 1.14147 2.13610 -0.09670 -0.277
As -0.88476 0.11628 -2.97795 0.769
F -0.46622 1.70137 -3.30018 -0.193
F -1.39362 0.72832 -1.32505 -0.285
F -1.36539 -1.40779 -2.35451 -0.221
F -0.33600 -0.50558 -4.47770 -0.222
F 0.60072 -0.19248 -2.04233 -0.255
F -2.42892 0.41339 -3.72088 -0.245
As 3.42601 -1.53736 0.37745 0.775
F 3.76901 -0.77691 1.90094 -0.254
F 5.05273 -1.83948 0.06858 -0.221
F 2.95563 -2.28220 -1.13685 -0.256
F 1.63102 -1.19692 0.64305 -0.298
F 3.45861 0.01195 -0.48407 -0.271
F 3.03718 -2.90506 1.35675 -0.246
```

HOMO: -0.27834 Eh
Total charge: -2

=====

Table of Kohn-Sham gap (eV), in record order: 4.3 4.4 1.6 10.1 9.8 9.7 9.1 12.7